No. 1
C25H26BrF4N4PPbSSe2 | ωB97M-V/def2-TZVPD

ORCA input file:
```
! RIJCOSX wB97M-V def2-TZVPD def2/J DEFGRID3
* xyz 2 1
Pb 0.35 0.31 1.69
F -2.33 7.35 -0.10
C -1.82 6.14 -0.18
C -1.42 5.64 -1.41
F -1.54 6.37 -2.50
C -0.89 4.36 -1.47
F -0.52 3.91 -2.67
C -0.74 3.56 -0.35
P 0.02 1.92 -0.57
C -1.01 1.07 -1.80
C -2.35 1.41 -1.95
C -3.16 0.69 -2.81
C -2.63 -0.38 -3.52
C -1.30 -0.73 -3.37
C -0.49 -0.01 -2.50
C 1.66 2.22 -1.25
C 2.67 2.50 -0.33
C 3.96 2.79 -0.77
C 4.24 2.79 -2.13
C 3.23 2.50 -3.05
C 1.95 2.22 -2.62
C -1.14 4.09 0.87
Br -1.00 3.16 2.51
C -1.68 5.36 0.96
F -2.07 5.86 2.12
H -2.77 2.24 -1.40
H -4.19 0.97 -2.94
H -3.26 -0.94 -4.20
H -0.88 -1.56 -3.93
H 0.56 -0.28 -2.41
H 2.46 2.53 0.73
H 4.73 3.03 -0.05
H 5.23 3.02 -2.47
H 3.45 2.51 -4.11
H 1.17 2.02 -3.34
C -2.44 -3.76 4.98
C -2.84 -2.76 3.95
N -4.03 -2.31 3.75
N -3.90 -1.43 2.72
C -2.65 -1.31 2.28
S -2.11 -0.40 0.94
N -1.95 -2.16 3.07
N -0.58 -2.37 2.94
H -3.33 -4.12 5.48
H -1.78 -3.31 5.72
H -1.93 -4.61 4.52
H -4.71 -0.94 2.36
H -0.42 -3.17 2.31
H -0.20 -2.58 3.85
C 3.09 -1.00 -0.92
Se 1.54 -1.80 -0.04
C 2.57 -2.73 1.36
C 2.61 -4.23 1.15
Se 0.88 -5.12 1.39
C 0.48 -5.45 -0.49
H 3.62 -0.36 -0.22
H 2.74 -0.41 -1.76
H 3.72 -1.81 -1.27
H 2.12 -2.47 2.32
H 3.57 -2.30 1.34
H 3.29 -4.67 1.88
H 2.97 -4.49 0.16
H 1.25 -6.08 -0.91
H 0.40 -4.51 -1.04
H -0.47 -5.98 -0.51
*
```

Results
E_LUMO (eV): -5.7
E (Ha): -9895.49141
HOMO-LUMO gap (eV): 8.1169
Relative energy (zero: lowest compared OMol25 entry of this formula, charge and spin) (kJ/mol): 6.7
HOMO energy (eV): -13.80

No. 2
C5H7NO | ωB97M-V/def2-TZVPD

ORCA input file:
```
! RIJCOSX wB97M-V def2-TZVPD def2/J DEFGRID3
* xyz 0 1
C 1.10 0.45 -1.51
C 0.36 0.23 -0.23
N 1.09 -0.05 1.00
C 0.08 -0.99 0.61
C -1.30 -0.50 1.04
C -1.05 0.68 0.08
O -1.77 1.50 -0.43
H 0.45 0.31 -2.37
H 1.94 -0.24 -1.58
H 1.50 1.47 -1.55
H 0.80 0.53 1.79
H 0.37 -2.01 0.38
H -1.42 -0.28 2.10
H -2.15 -1.10 0.69
*
```

Results
E_LUMO (eV): 1.0
SMILES: C[C@]12N[C@H]1CC2=O
E (Ha): -324.65386
HOMO-LUMO gap (eV): 10.4339
Relative energy (zero: lowest compared OMol25 entry of this formula, charge and spin) (kJ/mol): 185.4
HOMO energy (eV): -9.45

No. 3
C4H5NO2 | ωB97M-V/def2-TZVPD

ORCA input file:
```
! RIJCOSX wB97M-V def2-TZVPD def2/J DEFGRID3
* xyz 0 1
O -2.06 0.61 -0.11
C -1.44 -0.28 -0.64
C -0.24 -0.92 -0.02
C 1.13 -0.53 -0.47
N 0.62 -0.13 0.82
C 0.38 1.24 1.05
O 0.99 2.11 0.49
H -1.76 -0.67 -1.63
H -0.41 -1.95 0.30
H 1.24 0.25 -1.21
H 1.90 -1.30 -0.47
H -0.36 1.42 1.84
*
```

Results
E_LUMO (eV): 0.6
SMILES: O=C[C@H]1CN1C=O
E (Ha): -360.59578
HOMO-LUMO gap (eV): 10.5385
Relative energy (zero: lowest compared OMol25 entry of this formula, charge and spin) (kJ/mol): 193.3
HOMO energy (eV): -9.98

No. 4
C13H34BrMnN2O5 | ωB97M-V/def2-TZVPD

ORCA input file:
```
! RIJCOSX wB97M-V def2-TZVPD def2/J DEFGRID3
* xyz 1 6
Mn -0.35 -2.15 0.23
Br 1.39 -0.34 0.26
C 0.92 5.62 0.51
O -0.09 4.83 -0.14
C 0.42 3.75 -0.89
C -0.73 2.91 -1.51
N -1.18 1.75 -0.65
C -1.71 2.33 0.67
C -3.15 2.79 0.59
O -3.73 2.47 -0.61
C -4.97 3.21 -0.83
H 0.53 6.61 0.69
H 1.80 5.72 -0.13
H 1.27 5.19 1.45
H 1.09 3.09 -0.33
H 1.04 4.07 -1.73
H -0.39 2.44 -2.43
H -1.45 3.71 -1.68
H -0.42 1.16 -0.32
H -1.12 3.17 1.03
H -1.61 1.60 1.47
H -3.26 3.82 0.90
H -3.71 2.30 1.38
H -5.20 3.18 -1.89
H -4.82 4.28 -0.75
H -5.81 2.71 -0.33
C 0.91 -2.13 -2.94
O 0.61 -2.89 -1.79
C 0.28 -4.22 -2.19
C -0.08 -4.89 -0.94
N -1.00 -4.12 -0.13
C -1.13 -4.72 1.28
C 0.25 -4.66 1.99
O 0.70 -3.26 1.83
C 1.72 -2.88 2.82
H 1.26 -1.12 -2.68
H 0.08 -1.90 -3.61
H 1.69 -2.44 -3.63
H 1.15 -4.68 -2.65
H -0.61 -4.27 -2.83
H 0.82 -5.20 -0.40
H -0.58 -5.84 -1.11
H -1.87 -4.35 -0.61
H -1.40 -5.78 1.21
H -1.89 -4.18 1.84
H 1.07 -5.25 1.59
H 0.06 -4.85 3.05
H 1.36 -2.91 3.84
H 2.19 -1.91 2.68
H 2.51 -3.62 2.77
C 4.62 2.33 0.90
O 4.69 0.97 1.43
H 5.57 2.52 0.41
H 3.99 2.44 0.02
H 4.38 3.11 1.63
H 3.89 0.46 1.28
*
```

Results
E_LUMO (alpha / beta) (eV): -3.6 / -4.2
E (Ha): -4726.10882
HOMO-LUMO gap (alpha / beta) (eV): 6.8838 / 6.2841
Relative energy (zero: lowest compared OMol25 entry of this formula, charge and spin) (kJ/mol): 0.0
HOMO energy (alpha / beta) (eV): -10.47 / -10.46
Expectation value of S²: 8.76

No. 5
C6H14O3 | ωB97M-V/def2-TZVPD

ORCA input file:
```
! RIJCOSX wB97M-V def2-TZVPD def2/J DEFGRID3
* xyz 0 1
C 1.58 -0.47 -0.44
C 2.86 -0.89 -1.16
C 1.68 0.93 0.14
O 1.24 -1.43 0.57
H 1.93 -1.42 1.24
H 0.74 -0.51 -1.13
H 3.08 -0.22 -1.99
H 3.72 -0.86 -0.47
H 2.49 0.99 0.88
H 1.89 1.66 -0.64
H 2.77 -1.91 -1.54
H 0.74 1.20 0.62
C -2.59 1.42 -0.86
C -1.92 -1.20 1.34
C -2.15 0.12 1.62
O -1.63 0.57 -0.27
O -2.68 1.03 2.12
H -3.58 0.94 -0.93
H -2.69 2.31 -0.25
H -2.26 1.71 -1.87
H -0.88 -1.45 1.14
H -1.91 -0.57 -0.09
H -2.42 -1.93 1.97
*
```

Results
E_LUMO (eV): 0.8
SMILES: CC(C)O.C=C=O.CO
E (Ha): -462.62045
HOMO-LUMO gap (eV): 9.7574
Relative energy (zero: lowest compared OMol25 entry of this formula, charge and spin) (kJ/mol): 342.9
HOMO energy (eV): -8.94

No. 6
C4H7NS | ωB97M-V/def2-TZVPD

ORCA input file:
```
! RIJCOSX wB97M-V def2-TZVPD def2/J DEFGRID3
* xyz 0 1
C 1.75 0.14 -0.21
C 0.32 0.42 -0.01
C -0.73 -0.82 0.07
C -0.89 -1.86 -0.90
H 2.01 -0.21 0.74
H 2.01 -0.37 -1.13
H 2.16 1.34 -0.43
H -0.20 1.10 -0.90
H -1.14 1.83 1.13
H -1.70 -0.21 0.15
H -0.86 -1.46 1.11
N -1.55 -2.65 -1.59
S 0.37 1.83 1.05
*
```

Results
E_LUMO (eV): 0.2
SMILES: C[C@H](S)CC#N
E (Ha): -609.41630
HOMO-LUMO gap (eV): 9.4295
Relative energy (zero: lowest compared OMol25 entry of this formula, charge and spin) (kJ/mol): 373.3
HOMO energy (eV): -9.28

No. 7
C25H51BCl4NOS2 | ωB97M-V/def2-TZVPD

ORCA input file:
```
! RIJCOSX wB97M-V def2-TZVPD def2/J DEFGRID3
* xyz -1 1
C -0.95 -3.11 4.06
C -1.37 -1.79 3.45
C -2.85 -1.74 3.11
C -3.41 -3.05 2.67
C -4.56 -2.94 1.71
C -4.29 -2.24 0.37
C -2.90 -2.40 -0.21
C -2.93 -2.18 -1.70
C -3.20 -0.77 -2.20
B -2.03 0.44 -2.22
C -0.51 0.01 -1.69
C 0.54 1.04 -2.23
C 1.54 1.56 -1.20
C 2.57 0.45 -0.97
N 4.03 0.87 -1.00
C 4.75 0.76 0.28
C 4.91 2.06 1.07
C 4.37 1.98 2.47
C 2.93 1.53 2.49
C 4.64 0.01 -1.93
S 4.86 0.48 -3.45
S 5.19 -1.63 -1.45
C 3.72 -2.52 -0.86
C 3.72 -3.91 -1.47
C 2.34 -4.53 -1.45
O -2.61 1.73 -1.65
C -2.85 1.83 -0.31
C -2.24 3.15 0.23
C -2.15 4.14 -0.92
H 0.08 -3.02 4.35
H -0.98 -3.92 3.36
H -1.49 -3.31 4.97
H -0.75 -1.50 2.63
H -1.22 -1.06 4.22
H -3.37 -1.39 3.99
H -2.97 -0.97 2.37
H -2.66 -3.70 2.26
H -3.78 -3.56 3.55
H -4.87 -3.95 1.48
H -5.40 -2.49 2.22
H -4.50 -1.20 0.52
H -5.01 -2.66 -0.31
H -2.18 -1.79 0.31
H -2.58 -3.42 -0.04
H -2.05 -2.62 -2.15
H -3.76 -2.79 -2.03
H -4.10 -0.41 -1.70
H -3.49 -0.89 -3.23
H -1.87 0.71 -3.42
H -0.36 0.01 -0.61
H -0.22 -0.93 -2.12
H 1.18 0.51 -2.93
H 0.06 1.82 -2.78
H 2.01 2.49 -1.46
H 1.02 1.73 -0.27
H 2.36 -0.11 -0.08
H 2.44 -0.19 -1.82
H 4.36 -0.02 0.92
H 5.74 0.46 0.03
H 4.49 2.89 0.54
H 5.96 2.23 1.17
H 4.95 1.28 3.05
H 4.38 2.94 2.92
H 2.49 1.71 3.45
H 2.87 0.49 2.28
H 2.38 2.12 1.78
H 2.82 -2.04 -1.17
H 3.72 -2.56 0.21
H 4.06 -3.80 -2.48
H 4.43 -4.51 -0.93
H 1.78 -4.19 -2.30
H 1.83 -4.30 -0.53
H 2.45 -5.59 -1.50
H -2.53 0.98 0.28
H -3.92 1.94 -0.14
H -2.89 3.53 0.99
H -1.31 2.95 0.74
H -3.09 4.64 -0.97
H -1.39 4.88 -0.73
H -1.89 3.67 -1.85
C -0.90 7.94 -2.41
Cl -0.22 6.49 -3.14
Cl -2.66 7.88 -2.51
Cl -0.43 8.05 -0.72
Cl -0.31 9.37 -3.27
*
```

Results
E_LUMO (eV): 2.0
E (Ha): -3775.09389
HOMO-LUMO gap (eV): 6.3426
HOMO energy (eV): -4.33

No. 8
C6H15N | ωB97M-V/def2-TZVPD

ORCA input file:
```
! RIJCOSX wB97M-V def2-TZVPD def2/J DEFGRID3
* xyz 0 1
C 4.45 -0.11 0.29
N 0.87 0.22 -0.82
C -0.25 -0.12 -0.16
C -1.55 0.52 -0.61
C -2.64 -0.53 -0.71
C -1.88 1.75 0.21
C -0.18 -1.13 0.99
H 3.56 0.31 -0.23
H 4.99 0.76 0.64
H 4.08 -0.74 1.08
H 5.09 -0.62 -0.45
H 0.21 -0.69 -1.20
H -1.46 0.80 -1.66
H -3.55 -0.19 -1.19
H -2.27 -1.32 -1.43
H -2.90 -1.07 0.22
H -1.92 1.53 1.30
H -2.90 2.07 -0.06
H -1.25 2.60 -0.02
H -0.78 -0.77 1.83
H -0.58 -2.10 0.69
H 0.86 -1.19 1.30
*
```

Results
E_LUMO (eV): 0.8
E (Ha): -292.21905
HOMO-LUMO gap (eV): 8.6295
Relative energy (zero: lowest compared OMol25 entry of this formula, charge and spin) (kJ/mol): 393.8
HOMO energy (eV): -7.83

No. 9
C3H5NO3 | ωB97M-V/def2-TZVPD

ORCA input file:
```
! RIJCOSX wB97M-V def2-TZVPD def2/J DEFGRID3
* xyz 0 1
O -0.84 0.39 2.27
C 0.27 0.48 1.83
C 0.44 1.24 0.51
N 0.86 0.38 -0.55
C 0.12 -0.69 -1.12
O -0.65 -0.32 -2.24
O -0.14 -1.68 -0.50
H 1.17 0.14 2.37
H 1.27 1.96 0.60
H -0.45 1.87 0.38
H 1.82 0.40 -0.85
H -1.47 -0.14 -1.77
*
```

Results
E_LUMO (eV): 0.4
SMILES: O=CCNC(=O)O
E (Ha): -397.73957
HOMO-LUMO gap (eV): 9.7768
Relative energy (zero: lowest compared OMol25 entry of this formula, charge and spin) (kJ/mol): 255.0
HOMO energy (eV): -9.37

No. 10
C3H6NO2 | ωB97M-V/def2-TZVPD

ORCA input file:
```
! RIJCOSX wB97M-V def2-TZVPD def2/J DEFGRID3
* xyz -1 1
O -0.39 0.80 -2.22
C -0.06 0.40 -1.09
N -0.93 -0.53 -0.52
C -1.03 -0.39 1.29
O -1.77 0.40 2.07
C 1.37 0.31 -0.61
H -1.82 -0.08 -0.61
H -0.10 -0.13 1.54
H -0.92 -1.57 1.53
H 1.89 -0.61 -0.89
H 2.26 0.97 -1.01
H 1.51 0.44 0.52
*
```

Results
E_LUMO (eV): 4.0
SMILES: CC(=O)NC[O-]
E (Ha): -323.07693
HOMO-LUMO gap (eV): 7.2354
Relative energy (zero: lowest compared OMol25 entry of this formula, charge and spin) (kJ/mol): 371.1
HOMO energy (eV): -3.20

No. 11
C39H34EuN12P | ωB97M-V/def2-TZVPD

ORCA input file:
```
! RIJCOSX wB97M-V def2-TZVPD def2/J DEFGRID3
* xyz 2 7
Eu -0.29 -0.40 -0.03
C 0.96 -0.06 5.85
N 1.00 0.28 4.45
C 1.66 1.33 3.92
C 1.43 1.30 2.57
N 0.64 0.24 2.27
C 0.38 -0.36 3.43
P -0.64 -1.85 3.67
C -2.12 -1.23 2.75
N -2.16 -0.59 1.58
C -3.47 -0.32 1.35
C -4.23 -0.80 2.37
N -3.37 -1.37 3.26
C -3.74 -1.99 4.50
C 0.14 -2.86 2.34
N 0.45 -2.50 1.10
C 1.01 -3.60 0.52
C 1.04 -4.63 1.42
N 0.50 -4.15 2.56
C 0.36 -4.89 3.79
H 1.55 0.66 6.41
H 1.38 -1.06 6.01
H -0.06 -0.05 6.23
H 2.23 2.02 4.51
H 1.80 1.96 1.81
H -3.80 0.18 0.46
H -5.29 -0.78 2.52
H -4.83 -2.03 4.57
H -3.36 -1.42 5.35
H -3.35 -3.01 4.55
H 1.34 -3.61 -0.51
H 1.40 -5.63 1.31
H 0.67 -5.92 3.63
H -0.68 -4.89 4.11
H 0.97 -4.46 4.58
N 4.95 7.91 -4.18
C 4.46 7.01 -3.66
C 3.82 5.91 -3.03
C 3.41 6.01 -1.70
C 2.73 4.96 -1.12
C 2.49 3.78 -1.83
C 2.95 3.68 -3.14
C 3.59 4.74 -3.75
C 1.73 2.66 -1.22
C 2.41 1.43 -1.15
C 3.81 1.28 -1.33
C 4.10 -0.05 -1.15
C 2.87 -0.68 -0.88
N 1.85 0.18 -0.87
C 0.42 2.92 -0.79
C -0.25 4.17 -0.90
C -1.50 4.01 -0.35
C -1.56 2.67 0.06
N -0.44 1.99 -0.20
H 3.62 6.91 -1.14
H 2.41 5.04 -0.09
H 2.79 2.77 -3.70
H 3.93 4.67 -4.77
H 4.51 2.07 -1.52
H 5.06 -0.52 -1.20
H 2.72 -1.74 -0.72
H 0.16 5.07 -1.33
H -2.27 4.74 -0.28
H -2.40 2.20 0.57
C -0.57 1.20 -5.77
C -1.19 -0.03 -5.91
C -1.43 -0.82 -4.80
C -1.03 -0.37 -3.52
C -0.38 0.87 -3.40
C -0.16 1.65 -4.51
N -1.28 -1.09 -2.36
N -1.96 -2.15 -2.59
C -2.35 -2.98 -1.58
C -3.14 -4.08 -1.99
C -3.61 -4.97 -1.05
C -3.27 -4.74 0.28
C -2.49 -3.63 0.59
N -2.02 -2.76 -0.29
H -0.40 1.82 -6.63
H -1.49 -0.38 -6.88
H -1.92 -1.77 -4.89
H -0.08 1.21 -2.42
H 0.32 2.61 -4.41
H -3.36 -4.19 -3.04
H -4.22 -5.81 -1.33
H -3.62 -5.40 1.06
H -2.22 -3.45 1.63
*
```

Results
E_LUMO (alpha / beta) (eV): -6.6 / -6.6
E (Ha): -3214.92463
HOMO-LUMO gap (alpha / beta) (eV): 5.7115 / 5.7206
Relative energy (zero: lowest compared OMol25 entry of this formula, charge and spin) (kJ/mol): 60.6
HOMO energy (alpha / beta) (eV): -12.30 / -12.30
Expectation value of S²: 12.01

No. 12
C5H12N2O | ωB97M-V/def2-TZVPD

ORCA input file:
```
! RIJCOSX wB97M-V def2-TZVPD def2/J DEFGRID3
* xyz 1 2
C 0.20 -0.12 -0.72
N 1.34 0.72 -1.01
C 2.53 0.32 -0.58
C 3.28 0.63 0.54
C -0.30 0.16 0.75
N -1.02 -0.96 1.30
C -2.18 -1.42 0.45
O -3.02 -0.46 0.08
H -0.65 0.05 -1.39
H 0.45 -1.18 -0.90
H -1.44 -0.61 2.16
H 2.96 -0.51 -1.17
H 3.07 1.48 1.17
H 4.26 0.22 0.71
H -2.31 2.51 -1.98
H -2.67 1.87 -1.89
H -0.90 1.08 0.69
H 0.67 0.26 1.25
H -2.56 -2.27 1.05
H -1.72 -1.77 -0.50
*
```

Results
E_LUMO (alpha / beta) (eV): -8.1 / -8.8
E (Ha): -381.88057
HOMO-LUMO gap (alpha / beta) (eV): 6.1320 / 4.8892
Relative energy (zero: lowest compared OMol25 entry of this formula, charge and spin) (kJ/mol): 752.8
HOMO energy (alpha / beta) (eV): -14.19 / -13.73
Expectation value of S²: 1.69